# 1
C5H9NO as an isolated structure in a non-equilibrium geometry. Source: the Open Molecules 2025 dataset; level of theory: ωB97M-V/def2-TZVPD.

Computed properties:
* largest force on an atom: 4.1 eV/A
* LUMO level: 0.9 eV
* calculated total energy: -8864.7601 eV
* relative energy (zero: lowest compared OMol25 entry of this formula, charge and spin): 429.6 kJ/mol

Geometry (Å):
1 C -0.867468 -1.500011 -0.457454
2 C 0.659689 -1.204250 0.425989
3 C 1.277888 -0.009102 -0.264999
4 N 0.346481 0.805879 0.441345
5 C -0.103926 2.046217 -0.100691
6 C -0.341392 -0.373539 1.121162
7 O -1.191164 -0.518748 1.966209
8 H -1.671451 -0.758190 -0.669850
9 H -1.404039 -2.381190 -0.109563
10 H -0.322307 -1.666288 -1.365519
11 H 1.266779 -1.986695 0.902509
12 H 2.290554 0.178761 0.100744
13 H 1.281010 0.040587 -1.370587
14 H -1.020515 1.850508 -0.672864
15 H -0.480734 2.588181 0.760661
16 H 0.280592 2.887881 -0.707093

Forces on atoms 1 to 3 (eV/Å):
C 1.56 -1.52 -1.29
C -2.71 -0.67 -0.59
C 0.59 -0.76 0.55

Here are the Löwdin charges for atoms 1 to 2, given in e: C 0.019; C -0.090

***

# 2
C51H56BF2MnN3P4S as an isolated structure in a non-equilibrium geometry. Source: the Open Molecules 2025 dataset; level of theory: ωB97M-V/def2-TZVPD.

Computed properties:
* largest force on an atom: 2.0 eV/A
* spin multiplicity: 4
* LUMO level (alpha / beta): -6.5 / -6.4 eV
* net charge: +2
* calculated total energy: -143678.4467 eV

Geometry (Å):
1 Mn -0.183049 -0.563546 0.776113
2 C 3.393037 -0.516314 2.033844
3 P 1.666210 0.048939 2.186108
4 C 1.414677 -0.274995 3.959035
5 C 1.846972 1.853657 1.980382
6 C 3.062622 2.521724 2.140261
7 C 3.136689 3.896061 1.958873
8 C 1.997434 4.613379 1.616649
9 C 0.780063 3.959101 1.473611
10 C 0.702481 2.583164 1.651514
11 P -0.873918 1.672812 1.683208
12 C -1.311259 1.839183 3.465602
13 C -2.127726 2.811415 0.998380
14 H 3.964643 -0.081959 2.850581
15 H 3.846724 -0.205546 1.088246
16 H 3.436370 -1.598385 2.168342
17 H 1.942399 0.481952 4.542334
18 H 1.824357 -1.263058 4.190119
19 H 0.361221 -0.291443 4.220906
20 H 3.969050 1.984602 2.397291
21 H 4.086075 4.405164 2.083538
22 H 2.055680 5.687068 1.470033
23 H -0.106149 4.527832 1.211742
24 H -1.005159 2.839303 3.768966
25 H -0.829155 1.103607 4.102381
26 H -2.387543 1.730572 3.586824
27 H -2.382571 3.556608 1.753302
28 H -3.031884 2.242450 0.761601
29 H -1.786215 3.319259 0.101250
30 F -0.500826 -3.015025 -0.844553
31 B -0.527088 -1.803342 -1.499175
32 F -0.723994 -1.960500 -2.854539
33 C -4.036511 -0.576003 4.837921
34 C -2.949744 -1.328386 5.278658
35 C -1.950306 -1.712305 4.394737
36 C -2.011300 -1.343262 3.049333
37 C -3.110342 -0.607515 2.615819
38 C -4.115930 -0.223257 3.501584
39 N -0.987771 -1.700732 2.120812
40 C -0.643428 -3.106143 2.110893
41 C 0.682464 -3.519297 2.064170
42 C 1.023870 -4.866702 1.970380
43 C 0.037903 -5.836412 1.942889
44 C -1.295144 -5.437837 2.027206
45 C -1.628821 -4.095784 2.117474
46 H -4.818655 -0.283038 5.529538
47 H -2.883478 -1.621354 6.322760
48 H -1.114553 -2.316343 4.738279
49 H -3.192748 -0.351937 1.560396
50 H -4.971841 0.338689 3.138435
51 H 1.460972 -2.773642 2.110381
52 H 2.071035 -5.160038 1.954834
53 H 0.297028 -6.885930 1.882703
54 H -2.081492 -6.184028 2.026070
55 H -2.670897 -3.799134 2.203430
56 C -1.875096 2.867041 -3.204518
57 P -0.919474 1.775849 -2.067679
58 C 0.430264 1.273068 -3.190573
59 C 0.253414 0.440316 -4.293838
60 C 1.325571 0.154695 -5.130189
61 C 2.575878 0.711225 -4.872024
62 C 2.752237 1.559325 -3.784767
63 C 1.681767 1.834279 -2.942046
64 C -2.024124 0.280332 -1.947751
65 C -1.808023 -0.752689 -0.931682
66 C -2.843037 -1.723012 -0.710755
67 C -3.942400 -1.802262 -1.512292
68 C -4.066556 -0.881074 -2.551010
69 C -3.141077 0.150778 -2.742944
70 P -1.019405 4.480208 -3.592345
71 C -2.243963 5.107594 -4.811132
72 C -2.525731 4.334535 -5.939619
73 C -3.399952 4.791502 -6.918075
74 C -3.992274 6.041111 -6.792947
75 C -3.690636 6.834010 -5.696564
76 C -2.819745 6.372967 -4.712587
77 C -1.439136 5.452174 -2.092129
78 C -2.729163 5.532700 -1.552510
79 C -2.991250 6.332628 -0.448552
80 C -1.965504 7.083696 0.124630
81 C -0.685889 7.025567 -0.408091
82 C -0.422899 6.204242 -1.505104
83 H -2.881558 3.050438 -2.825458
84 H -1.943699 2.343378 -4.156569
85 H -0.716511 -0.000234 -4.497917
86 H 1.183891 -0.484780 -5.995700
87 H 3.410223 0.494467 -5.531176
88 H 3.720136 2.013557 -3.600255
89 H 1.815303 2.490939 -2.087485
90 H -1.623708 -0.219156 0.107168
91 H -2.683064 -2.441904 0.086736
92 H -4.697116 -2.560952 -1.345542
93 H -4.915617 -0.955837 -3.226837
94 H -3.326644 0.862261 -3.535746
95 H -2.040419 3.372255 -6.079967
96 H -3.606577 4.176763 -7.787206
97 H -4.673892 6.400562 -7.555651
98 H -4.131710 7.820219 -5.602538
99 H -2.588553 7.014861 -3.871193
100 H -3.548025 4.994641 -2.021889
101 H -3.999455 6.397076 -0.050901
102 H -2.173404 7.728836 0.972263
103 H 0.106271 7.632752 0.018589
104 H 0.575716 6.170261 -1.931443
105 C 1.430547 -3.424390 -3.428541
106 N 2.248527 -3.401103 -2.209349
107 C 3.163988 -4.528710 -1.906183
108 C 3.951886 -4.021691 -0.691513
109 N 3.162134 -2.835494 -0.321196
110 C 2.264660 -2.522003 -1.242327
111 S 1.361355 -1.010711 -1.178183
112 H 0.469531 -3.893697 -3.244373
113 H 1.978676 -3.997735 -4.172592
114 H 1.277117 -2.414179 -3.795033
115 H 3.795261 -4.726173 -2.766123
116 H 2.577195 -5.418050 -1.690547
117 H 4.970792 -3.741560 -0.944298
118 H 3.975848 -4.741244 0.119194
119 H 3.416316 -2.198213 0.404102

Forces on atoms 1 to 3 (eV/Å):
Mn 1.58 0.23 1.25
C -0.02 -0.10 -0.21
P -0.25 0.20 -0.08

Here are the Löwdin charges for atoms 1 to 2, given in e: Mn 0.248; C -0.250

***

# 3
An isolated ion of composition C7H9ClN3O3 and charge +1 in a non-equilibrium geometry. Source: the Open Molecules 2025 dataset; level of theory: ωB97M-V/def2-TZVPD.

Computed properties:
* largest force on an atom: 4.4 eV/A
* LUMO level: -5.7 eV
* net charge: +1
* calculated total energy: -30524.4826 eV
* relative energy (zero: lowest compared OMol25 entry of this formula, charge and spin): 217.9 kJ/mol

Geometry (Å):
1 C 0.464556 -2.286688 -0.696898
2 C 0.744799 -1.174684 0.309685
3 C -0.222250 -0.416578 0.855566
4 Cl 0.141820 0.378290 2.388136
5 C -1.698751 -0.351678 0.471443
6 C -2.308291 1.057586 0.570236
7 O -3.416081 1.155154 1.051796
8 N -1.689781 2.215543 0.074893
9 N -0.387974 2.281111 -0.454755
10 C 0.383905 1.260644 -0.650647
11 N 1.587688 0.981361 -0.994795
12 O 2.100022 0.784779 -2.048333
13 O 2.382273 0.519833 0.195984
14 C 2.151435 -0.900114 0.461297
15 H -0.241793 -2.979712 -0.318364
16 H 0.054659 -1.860789 -1.685283
17 H 1.325101 -2.686203 -1.069949
18 H -2.237402 -0.969821 1.173669
19 H -1.849155 -0.659544 -0.545012
20 H -2.392521 3.011929 0.162091
21 H -0.086246 3.191969 -0.554027
22 H 2.720986 -1.572693 -0.243097
23 H 2.473000 -0.979694 1.546365

Forces on atoms 1 to 3 (eV/Å):
C -2.56 3.43 -1.11
C -1.68 -1.87 -1.00
C -0.38 -0.27 0.83

Here are the Löwdin charges for atoms 1 to 2, given in e: C 0.014; C -0.318

***

# 4
A 2-piece molecular cluster, C12H16BClN2O8 overall in a non-equilibrium geometry. Source: the Open Molecules 2025 dataset; level of theory: ωB97M-V/def2-TZVPD.

Computed properties:
* largest force on an atom: 3.8 eV/A
* LUMO level: 3.6 eV
* net charge: -2
* calculated total energy: -45263.7760 eV

Geometry (Å):
1 C 4.958638 0.806133 1.993372
2 C 3.692815 0.139744 1.386868
3 N 3.453661 0.691574 0.029729
4 C 2.084947 0.941007 -0.277745
5 Cl 1.958187 0.718051 -2.115706
6 N 1.620899 2.289093 -0.010667
7 C 2.588482 3.197852 0.589836
8 C 1.851801 4.501100 0.880838
9 O 1.231360 -0.004685 0.274198
10 C 0.212829 0.490114 1.103796
11 O 0.447124 0.683629 2.226531
12 B -1.300801 0.730896 0.565405
13 O -2.064264 1.552544 1.294120
14 O -1.746937 0.184731 -0.568020
15 H 4.660319 1.475272 2.783335
16 H 5.684330 0.083189 2.337143
17 H 5.447684 1.422106 1.257122
18 H 3.913636 -0.913382 1.303302
19 H 2.883678 0.347276 2.058587
20 H 3.821641 0.022922 -0.625217
21 H 1.305099 2.662855 -0.890756
22 H 2.857560 2.792103 1.548666
23 H 3.471774 3.357618 -0.013341
24 H 1.239015 4.383860 1.755214
25 H 1.208222 4.705826 0.041043
26 H 2.535716 5.318152 1.056971
27 H -1.909157 1.418780 2.237490
28 H -1.475253 -0.752487 -0.523457
29 C -5.443318 -2.969836 -0.925320
30 C -6.010653 -3.387513 -2.128033
31 C -5.033069 -4.121008 -3.086029
32 O -5.418761 -4.608727 -4.157385
33 C -3.651535 -4.213597 -2.702946
34 C -3.089143 -3.784200 -1.508258
35 C -4.087293 -3.150477 -0.510183
36 O -3.744196 -2.787081 0.628506
37 O -1.879724 -3.857284 -1.168851
38 O -7.196831 -3.232949 -2.492109
39 H -6.065223 -2.455261 -0.196793
40 H -3.013260 -4.677942 -3.451257

Forces on atoms 1 to 3 (eV/Å):
C -0.53 -0.03 -0.39
C 1.72 0.95 -0.28
N 0.00 -0.35 0.73

Here are the Löwdin charges for atoms 1 to 2, given in e: C -0.091; C -0.211